Entry 1:
{
  "formula": "C32H37ClN2PbSi2",
  "method": "ωB97M-V/def2-TZVPD",
  "fmax_ev_per_a": 3.78,
  "homo_lumo_gap_ev": 5.01,
  "lumo_energy_ev": -0.42,
  "species": ["C", "C", "C", "H", "C", "C", "H", "H", "H", "H", "Pb", "Si", "C", "C", "H", "C", "H", "C", "H", "C", "H", "C", "H", "C", "C", "H", "C", "H", "C", "H", "C", "H", "C", "H", "H", "Si", "C", "C", "H", "C", "H", "C", "H", "C", "H", "C", "H", "C", "C", "H", "C", "H", "C", "H", "C", "H", "C", "H", "H", "Cl", "N", "C", "C", "C", "N", "H", "H", "H", "H", "H", "H", "H", "H", "H", "H"],
  "xyz": [[0.31574, 0.73426, 5.42376], [1.33438, 0.73954, 4.43151], [0.96019, 1.65811, 3.41023], [2.29421, 0.21507, 4.50144], [-0.30622, 2.21950, 3.77381], [-0.69834, 1.64497, 5.02338], [-1.53142, 1.97447, 5.65281], [0.37896, 0.23622, 6.39928], [1.56825, 1.96734, 2.55445], [-0.81667, 3.03677, 3.25050], [-0.99701, -0.26870, 2.74268], [-0.98625, -0.61141, -1.02801], [0.93882, -1.22555, -0.77893], [1.23236, -2.51071, -1.23848], [0.47918, -3.06315, -1.82131], [2.47904, -3.09374, -0.96078], [2.68006, -4.11334, -1.30253], [3.42924, -2.39881, -0.20470], [4.40746, -2.84695, 0.00405], [3.11042, -1.13770, 0.31906], [3.82597, -0.58127, 0.93013], [1.85090, -0.58292, 0.05705], [1.58011, 0.37408, 0.50649], [-0.62558, 1.24689, -0.57356], [0.55407, 1.86466, -1.01301], [1.33624, 1.28010, -1.51504], [0.77101, 3.24216, -0.83700], [1.72015, 3.69181, -1.16706], [-0.20478, 4.05221, -0.25448], [-0.06132, 5.14240, -0.15550], [-1.38440, 3.44762, 0.20029], [-2.17135, 4.05618, 0.65926], [-1.57877, 2.07258, 0.04104], [-2.54595, 1.67585, 0.35784], [-1.13219, -1.63378, 0.10012], [-0.37610, -0.36389, -3.32152], [-0.93040, 1.12468, -4.26362], [-0.15556, 1.68648, -5.32084], [0.58091, 1.07716, -5.86367], [-0.33470, 3.03873, -5.65054], [0.31284, 3.50764, -6.39718], [-1.33718, 3.80705, -5.02940], [-1.42972, 4.87520, -5.25029], [-2.22885, 3.19954, -4.13578], [-3.05331, 3.78681, -3.70002], [-2.05038, 1.86059, -3.78865], [-2.76332, 1.38734, -3.10842], [1.06256, -1.11922, -4.17854], [2.35945, -0.64443, -3.89851], [2.50946, 0.21289, -3.23241], [3.45714, -1.31867, -4.44841], [4.47919, -0.98461, -4.18857], [3.25495, -2.43177, -5.28461], [4.11670, -2.97215, -5.68042], [1.95738, -2.87795, -5.60129], [1.81051, -3.76326, -6.23253], [0.85701, -2.19453, -5.08112], [-0.15938, -2.49232, -5.33688], [-1.25410, -1.51704, -2.36765], [-3.21838, -0.36775, -0.83591], [-3.05215, -0.60443, 4.24196], [-2.98909, -1.15918, 5.66093], [-1.81246, -2.08079, 5.91665], [-1.42297, -3.04721, 4.79752], [-0.38414, -2.41693, 3.88941], [-3.70067, -1.20877, 3.72042], [-3.53182, 0.30131, 4.25971], [-2.92035, -0.29193, 6.32127], [-3.93951, -1.68283, 5.89273], [-0.94735, -1.47110, 6.21941], [-2.08425, -2.70679, 6.77564], [-1.02081, -3.98286, 5.25202], [-2.27355, -3.31658, 4.15215], [0.48143, -2.24243, 4.42319], [-0.07554, -3.11074, 3.18498]],
  "forces_ev_per_a": [[0.0, 0.1, -0.1], [-0.1, -0.1, -0.1], [-0.4, 0.1, 0.1], [-0.5, 0.2, -0.1], [0.2, 0.0, 0.0], [0.3, -0.1, -0.1], [0.2, -0.2, -0.4], [-0.1, 0.2, -0.5], [-0.3, -0.2, 0.3], [0.2, -0.5, 0.2], [0.8, 1.2, -0.2], [3.1, 1.9, 1.0], [-1.4, -0.1, -0.2], [0.8, -0.3, 0.1], [0.4, 0.1, 0.2], [-0.4, 0.0, 0.0], [0.1, 0.4, 0.0], [0.1, 0.1, 0.1], [-0.4, 0.2, -0.1], [-0.2, -0.2, -0.1], [-0.1, -0.3, -0.1], [0.5, -0.2, 0.1], [0.3, -0.2, -0.1], [-0.6, -0.1, 0.6], [0.2, 0.9, 0.1], [-0.5, 0.2, 0.1], [0.3, -0.4, -0.2], [-0.5, -0.3, 0.1], [-0.5, 0.0, 0.3], [0.0, -0.7, -0.1], [0.4, 0.4, -0.2], [0.3, -0.2, -0.2], [0.0, 0.4, 0.2], [0.4, 0.0, -0.1], [-0.7, 0.0, 0.3], [-0.1, 0.8, 1.7], [-1.6, 0.3, -1.1], [-0.3, 0.1, 0.7], [-0.2, 0.3, 0.5], [-0.3, 0.0, 0.2], [-0.2, -0.2, 0.2], [0.3, -0.3, -0.1], [0.0, -0.4, 0.0], [0.0, 0.0, -0.2], [0.4, -0.4, -0.3], [0.5, 0.3, 0.0], [0.4, 0.2, 0.0], [0.0, -0.9, -0.5], [0.0, -0.8, -0.3], [-0.1, -0.4, -0.2], [0.0, 0.1, -0.1], [-0.7, -0.3, -0.3], [-0.3, 0.0, 0.2], [-0.2, 0.2, 0.1], [0.3, 0.3, 0.1], [0.1, 0.5, 0.2], [0.8, 0.3, 0.5], [0.3, 0.0, 0.1], [-0.4, -1.0, -2.1], [-0.3, -0.3, -0.6], [-0.9, -0.7, 0.6], [-0.6, 0.5, -0.7], [0.2, -0.3, 0.3], [0.8, 0.0, -0.4], [0.4, -1.3, 0.4], [0.3, 0.3, 0.1], [0.3, -0.3, 0.1], [0.0, -0.2, 0.0], [0.5, 0.3, -0.2], [-0.2, -0.4, -0.2], [0.1, 0.2, 0.0], [-0.3, 0.6, -0.4], [0.2, 0.0, 0.3], [-0.6, 0.2, -0.1], [-0.4, 0.5, 0.3]],
  "mulliken_charge": [-0.342, -0.877, -0.564, 0.432, -0.600, -0.730, 0.490, 0.654, 0.505, 0.560, 1.217, 0.614, 0.860, -0.602, 0.258, -0.651, 0.399, -0.579, 0.367, -0.729, 0.416, -0.123, 0.190, 1.921, -0.636, 0.181, -0.916, 0.366, -0.633, 0.383, -0.870, 0.431, -0.891, 0.347, -0.490, -0.283, 0.682, -0.620, 0.369, -0.456, 0.369, -0.534, 0.350, -0.419, 0.368, -0.452, 0.299, 0.616, 0.389, 0.293, -0.689, 0.351, -0.450, 0.358, -0.576, 0.364, -0.591, 0.369, -0.204, -0.507, -0.528, -0.725, 0.014, -0.858, -0.510, 0.275, 0.263, 0.305, 0.418, -0.083, 0.354, 0.398, 0.388, 0.271, 0.262]
}

Entry 2:
{
  "formula": "C32H37N10O2STi",
  "method": "ωB97M-V/def2-TZVPD",
  "charge": 1,
  "de_lowest_kcal_mol": 19.2,
  "fmax_ev_per_a": 1.48,
  "homo_lumo_gap_ev": [6.16, 5.66],
  "lumo_energy_ev": [-2.78, -2.88],
  "species": ["Ti", "C", "C", "N", "C", "C", "N", "C", "C", "N", "C", "C", "N", "C", "C", "C", "C", "C", "C", "C", "N", "H", "H", "H", "H", "H", "H", "H", "H", "H", "H", "H", "H", "H", "H", "H", "H", "H", "H", "H", "H", "H", "H", "H", "N", "C", "C", "C", "C", "C", "C", "S", "O", "O", "N", "C", "N", "C", "C", "C", "N", "H", "H", "H", "H", "H", "H", "H", "H", "H", "N", "C", "C", "C", "C", "C", "C", "C", "H", "H", "H", "H", "H"],
  "xyz": [[0.62931, -0.00123, -0.42141], [4.99488, -0.28398, -0.84517], [3.51888, -0.51207, -0.74518], [2.60671, 0.47226, -0.69565], [3.04117, 1.85522, -0.90143], [1.95673, 2.55571, -1.71154], [0.62425, 2.14355, -1.22590], [0.01818, 3.01962, -0.19330], [0.47990, 2.61114, 1.20178], [0.30178, 1.15269, 1.36542], [-0.98394, 0.77382, 2.01962], [-1.43581, -0.66109, 1.63818], [-0.47920, -1.22722, 0.69467], [-0.39352, -2.51536, 0.47094], [-1.42379, -3.50847, 0.89309], [0.87514, -2.85827, -0.11345], [1.46331, -4.09607, -0.16132], [2.83428, -4.18992, -0.45761], [3.57700, -3.04363, -0.66011], [2.94501, -1.79828, -0.62972], [1.59240, -1.72620, -0.40600], [5.31182, 0.49125, -0.14651], [5.29549, 0.02804, -1.84996], [5.53756, -1.19444, -0.60608], [3.98062, 1.91102, -1.44873], [3.19470, 2.35048, 0.06080], [2.04684, 2.22878, -2.74651], [2.08514, 3.63934, -1.68116], [-0.01221, 2.12700, -2.01271], [-1.05846, 2.88818, -0.25797], [0.24784, 4.07042, -0.37920], [-0.09658, 3.16673, 1.94272], [1.52870, 2.86021, 1.34561], [1.06100, 0.77101, 1.92478], [-1.75790, 1.45617, 1.68368], [-0.88627, 0.87287, 3.10135], [-2.43441, -0.60574, 1.21292], [-1.49709, -1.30106, 2.52096], [-2.42293, -3.11305, 0.70573], [-1.34503, -3.73252, 1.96097], [-1.30934, -4.43907, 0.34201], [0.89078, -4.98430, 0.07587], [3.31631, -5.15737, -0.48349], [4.64177, -3.11300, -0.83534], [-5.01511, 5.39435, -4.18161], [-4.60317, 4.30616, -3.44660], [-4.71952, 3.01169, -3.96445], [-4.24912, 1.92395, -3.25831], [-3.66877, 2.10746, -2.00739], [-3.56786, 3.39081, -1.46765], [-4.02062, 4.48131, -2.18287], [-3.20763, 0.73475, -1.00344], [-3.90284, -0.45333, -1.40259], [-3.38089, 1.18445, 0.35654], [-1.56543, 0.51789, -1.17832], [-1.18467, -0.04488, -2.35270], [0.09661, -0.51900, -2.33971], [0.54322, -1.18778, -3.40808], [-0.22276, -1.35255, -4.52629], [-1.48303, -0.75209, -4.50070], [-1.96041, -0.10747, -3.45330], [-5.64537, 5.24425, -4.94900], [-5.11058, 6.27541, -3.70941], [-5.18963, 2.86894, -4.93080], [-4.34602, 0.92075, -3.64839], [-3.19376, 3.51221, -0.45969], [-3.94691, 5.47681, -1.76120], [1.54561, -1.59336, -3.33166], [0.13127, -1.90566, -5.38361], [-2.13793, -0.78817, -5.36578], [2.09270, -0.92768, 2.45195], [1.97655, -1.44280, 3.47418], [1.78323, -2.05684, 4.76411], [0.49680, -2.07389, 5.30568], [0.28689, -2.62579, 6.55690], [1.35593, -3.15731, 7.26756], [2.63328, -3.14420, 6.72373], [2.85335, -2.59364, 5.47298], [-0.32662, -1.65068, 4.74366], [-0.71032, -2.63823, 6.97693], [1.19246, -3.57952, 8.25052], [3.46261, -3.56389, 7.27746], [3.84747, -2.57559, 5.04569]],
  "forces_ev_per_a": [[0.0, 1.0, -1.1], [-0.1, 0.0, -0.2], [-0.1, -0.2, 0.1], [0.7, 0.0, 0.3], [-0.2, -0.2, 0.0], [0.1, -0.2, 0.2], [0.2, 0.4, 0.2], [0.2, -0.2, 0.1], [-0.2, 0.0, -0.3], [-0.1, 0.1, 0.7], [0.0, -0.2, -0.1], [0.1, 0.1, 0.0], [-0.5, -1.0, 0.8], [-0.1, 0.3, 0.4], [0.0, 0.0, 0.0], [0.3, 0.2, 0.0], [0.0, -0.2, 0.0], [0.2, 0.0, -0.1], [-0.1, -0.4, 0.0], [0.0, 0.4, 0.1], [0.1, -0.2, 0.0], [0.0, 0.0, 0.0], [0.0, 0.0, 0.0], [0.0, 0.0, 0.0], [0.1, 0.0, 0.0], [0.0, 0.0, 0.0], [-0.1, 0.0, -0.1], [0.0, 0.1, 0.0], [-0.1, 0.0, 0.0], [-0.1, 0.0, 0.0], [0.0, 0.1, 0.0], [0.0, 0.0, 0.1], [0.1, -0.1, 0.0], [0.0, 0.0, 0.1], [0.1, 0.1, 0.0], [0.0, 0.0, 0.1], [0.0, -0.1, 0.0], [0.1, 0.0, 0.0], [0.0, 0.0, 0.0], [0.0, 0.0, 0.0], [0.0, 0.0, 0.0], [0.0, 0.0, 0.0], [0.0, 0.0, 0.0], [0.0, 0.0, 0.0], [0.1, -0.1, 0.1], [0.1, 0.1, 0.0], [0.0, 0.0, -0.1], [0.0, -0.1, 0.1], [-0.1, 0.0, 0.0], [-0.1, -0.2, -0.1], [0.1, -0.1, 0.0], [0.3, 0.3, 0.1], [0.0, 0.0, -0.1], [0.0, 0.2, 0.0], [-0.2, -0.4, -0.8], [-0.1, 0.0, -0.4], [-0.9, 0.1, -0.5], [0.3, 0.0, 0.3], [-0.1, -0.1, -0.3], [-0.1, 0.1, 0.2], [0.0, -0.1, 0.1], [0.0, 0.0, 0.0], [-0.1, 0.0, 0.0], [0.0, 0.0, 0.0], [0.0, 0.0, 0.0], [0.0, 0.1, 0.0], [0.0, 0.0, 0.0], [0.0, 0.0, 0.0], [0.0, 0.0, 0.0], [0.1, 0.0, 0.0], [0.2, 0.0, 0.2], [0.0, -0.1, 0.2], [-0.1, 0.1, -0.1], [0.0, 0.0, -0.1], [0.0, 0.0, 0.0], [0.0, 0.0, 0.0], [0.0, 0.0, 0.0], [0.1, 0.0, -0.1], [0.0, 0.0, 0.0], [0.0, 0.0, 0.0], [0.0, 0.0, 0.0], [0.0, 0.0, 0.0], [0.0, 0.0, 0.0]],
  "mulliken_charge": [-1.834, -1.873, 1.006, 1.001, -0.705, -1.083, -0.065, 0.210, -1.022, 0.493, -0.850, -1.409, 1.731, 0.435, -1.868, 0.064, -0.726, -1.161, -0.656, -0.101, 1.458, 0.362, 0.298, 0.501, 0.682, 0.137, 0.457, 0.325, 0.330, -0.739, 0.639, 0.657, 0.268, 0.252, 0.371, 0.410, 0.451, 0.766, 0.388, 0.274, 0.565, 0.453, 0.453, 0.458, -0.512, 1.142, -0.884, -0.105, -0.480, -0.399, -0.947, 1.384, -0.751, -0.831, -0.237, 0.204, 0.618, -0.059, -1.148, -0.342, -0.390, 0.215, 0.213, 0.292, 0.508, 0.506, 0.280, 0.495, 0.428, 0.456, -0.746, 0.179, 0.384, -0.238, -0.673, -0.393, -0.584, -0.426, 0.350, 0.415, 0.393, 0.398, 0.482]
}